Record 1
C43H30Br2NO3S2V | wB97M-V/def2-TZVPD

Calculated values
Net charge: +1
Multiplicity: 2
HOMO energy (alpha / beta) in eV: -9.9 / -9.7
LUMO level (alpha / beta) in eV: -2.9 / -3.0
Gap between HOMO and LUMO (alpha / beta) in Eh: 0.2594 / 0.2477

Last column: Löwdin spin population.
CARTESIAN COORDINATES (ANGSTROEM)
V: -0.1716 0.2014 0.3835  0.9313
Br: 0.9037 0.0732 5.3172  0.0012
C: 2.0262 0.0547 3.8068  0.0069
C: 3.4193 0.0793 3.9728  -0.0008
C: 4.2675 0.0154 2.8988  0.0060
Br: 6.1340 0.0158 3.1923  0.0010
C: 3.7641 -0.0723 1.5812  -0.0001
C: 4.5103 -0.2098 0.3944  0.0023
C: 3.8493 -0.3329 -0.8030  -0.0006
C: 2.4544 -0.2763 -0.8460  0.0027
N: 1.7172 -0.1150 0.2480  -0.0081
C: 2.3635 -0.0450 1.4479  -0.0021
C: 1.4665 -0.0010 2.5455  -0.0008
O: 0.1918 -0.0562 2.2267  0.0158
H: 3.8203 0.1381 4.9749  -0.0002
H: 5.5905 -0.2297 0.4379  0.0001
H: 4.3985 -0.4722 -1.7233  -0.0001
H: 1.9188 -0.3386 -1.7862  0.0004
C: -8.4802 -1.1212 0.1325  0.0001
C: -6.9885 -0.9477 0.1410  0.0004
C: -6.4132 0.2892 -0.1537  -0.0002
C: -5.0431 0.4739 -0.1057  0.0002
C: -4.2422 -0.6047 0.2333  -0.0040
C: -4.7778 -1.8568 0.4924  -0.0002
C: -6.1521 -2.0213 0.4447  -0.0002
S: -2.4777 -0.4140 0.4817  -0.0023
O: -1.9584 0.4940 -0.6159  0.0196
C: -2.5045 0.5877 1.9671  -0.0021
C: -2.6406 -0.2286 3.1144  0.0002
C: -2.5712 0.3139 4.3535  -0.0008
C: -2.2897 1.6923 4.5087  0.0000
C: -2.1621 2.2586 5.7958  -0.0002
C: -1.8701 3.5836 5.9488  0.0003
C: -1.6832 4.3945 4.8152  -0.0002
C: -1.8098 3.8760 3.5567  0.0002
C: -2.1257 2.5093 3.3608  -0.0002
C: -2.2845 1.9431 2.0462  0.0008
C: -2.3592 2.9553 0.9383  0.0002
C: -3.5732 3.7168 0.8696  0.0001
C: -4.7270 3.3575 1.6106  0.0002
C: -5.8572 4.1239 1.5610  0.0000
C: -5.9004 5.2882 0.7702  0.0003
C: -4.8129 5.6506 0.0285  -0.0001
C: -3.6274 4.8796 0.0574  0.0002
C: -2.4851 5.2731 -0.6795  -0.0003
C: -1.3553 4.5164 -0.6471  -0.0002
C: -1.3083 3.3507 0.1469  -0.0025
S: 0.1835 2.3579 0.0435  0.0158
O: 1.3004 2.9904 0.7467  0.0093
C: 0.4888 2.4487 -1.7215  0.0043
C: -0.5216 2.1883 -2.6456  0.0019
C: -0.2005 2.1068 -3.9881  -0.0005
C: 1.1135 2.2796 -4.4299  0.0018
C: 1.4336 2.1510 -5.8918  0.0003
C: 2.0991 2.5639 -3.4898  0.0000
C: 1.7960 2.6435 -2.1385  0.0029
H: -8.9845 -0.1610 0.2244  0.0000
H: -8.7994 -1.7597 0.9553  0.0000
H: -8.8090 -1.5901 -0.7970  0.0000
H: -7.0470 1.1269 -0.4187  -0.0001
H: -4.5986 1.4370 -0.3274  0.0001
H: -4.1293 -2.6912 0.7333  -0.0002
H: -6.5778 -2.9974 0.6410  0.0000
H: -2.8063 -1.2917 2.9785  -0.0001
H: -2.6866 -0.3061 5.2333  0.0000
H: -2.2900 1.6113 6.6549  0.0000
H: -1.7719 4.0098 6.9384  0.0000
H: -1.4367 5.4402 4.9427  0.0000
H: -1.6472 4.5214 2.7047  0.0000
H: -4.7123 2.4642 2.2214  0.0000
H: -6.7259 3.8382 2.1399  0.0000
H: -6.7970 5.8936 0.7567  0.0000
H: -4.8359 6.5392 -0.5901  0.0000
H: -2.5246 6.1763 -1.2751  0.0000
H: -0.4786 4.7973 -1.2161  0.0000
H: -1.5448 2.0642 -2.3216  0.0000
H: -0.9841 1.9093 -4.7098  -0.0001
H: 0.7795 2.7888 -6.4866  0.0001
H: 1.2783 1.1229 -6.2230  0.0001
H: 2.4668 2.4230 -6.0992  0.0000
H: 3.1181 2.7284 -3.8182  0.0000
H: 2.5555 2.8773 -1.4015  0.0000

Atoms 1-2, force components in eV/Å:
-1.87 0.43 0.81
0.08 0.02 -0.01

---

Record 2
C43H32AsCl5F6HfNO2P2 | wB97M-V/def2-TZVPD

Calculated values
Multiplicity: 2
HOMO energy (alpha / beta) in eV: -7.6 / -8.1
LUMO level (alpha / beta) in eV: -0.1 / -1.0
Gap between HOMO and LUMO (alpha / beta) in Eh: 0.2763 / 0.2597
Energy above the lowest of the compared OMol25 structures with the same formula, charge and spin in kcal/mol: 3.5

Last column: Löwdin spin population.
CARTESIAN COORDINATES (ANGSTROEM)
Hf: -0.2204 -1.7493 0.8441  0.0002
C: 0.2535 0.1967 3.4437  0.0002
P: -0.4414 0.8986 1.8834  0.0003
C: -2.0529 1.6113 2.3196  0.0001
C: -2.4878 2.7755 1.6901  0.0007
C: -3.7383 3.2992 1.9818  0.0001
C: -4.5583 2.6724 2.9088  0.0000
C: -4.1252 1.5183 3.5464  0.0001
C: -2.8804 0.9875 3.2524  0.0000
C: 0.5676 2.3525 1.5001  0.0007
C: 0.8111 3.3174 2.4802  0.0002
C: 1.4822 4.4813 2.1533  0.0000
C: 1.8943 4.6997 0.8409  0.0003
C: 1.6491 3.7504 -0.1351  0.0008
C: 0.9963 2.5691 0.1972  0.0117
C: 1.5599 -0.3970 3.0301  0.0000
C: 2.8261 -0.2499 3.5312  0.0000
C: 3.6945 -0.9561 2.6588  0.0000
C: 2.9156 -1.4726 1.6542  0.0000
C: 3.3116 -2.1801 0.4003  0.0000
P: 2.2317 -1.4921 -0.9233  -0.0001
C: 2.4968 -2.5671 -2.3696  0.0000
C: 3.6449 -3.3465 -2.5013  0.0000
C: 3.8220 -4.1458 -3.6195  0.0000
C: 2.8610 -4.1653 -4.6203  0.0000
C: 1.7200 -3.3876 -4.5007  0.0000
C: 1.5342 -2.5970 -3.3777  0.0002
C: 3.0571 0.0604 -1.4313  0.0001
C: 2.9432 0.5065 -2.7491  -0.0001
C: 3.5740 1.6734 -3.1503  0.0001
C: 4.3269 2.4092 -2.2429  0.0000
C: 4.4258 1.9810 -0.9291  0.0001
C: 3.7885 0.8187 -0.5197  0.0000
N: 1.5958 -1.1348 1.8665  0.0000
H: -0.4407 -0.5652 3.8087  0.0000
H: 0.3831 0.9481 4.2224  0.0000
H: -1.8471 3.2760 0.9741  0.0006
H: -4.0672 4.2057 1.4892  0.0000
H: -5.5333 3.0834 3.1361  0.0000
H: -4.7621 1.0202 4.2658  0.0000
H: -2.5632 0.0782 3.7475  0.0000
H: 0.4556 3.1640 3.4923  0.0000
H: 1.6726 5.2272 2.9139  0.0000
H: 2.4064 5.6183 0.5836  0.0001
H: 1.9724 3.9139 -1.1556  0.0001
H: 0.8018 1.8241 -0.5652  0.0100
H: 3.0990 0.3006 4.4178  0.0000
H: 4.7660 -1.0517 2.7416  0.0000
H: 3.1168 -3.2573 0.4442  0.0000
H: 4.3737 -2.0403 0.1970  0.0000
H: 4.4051 -3.3342 -1.7312  0.0000
H: 4.7113 -4.7558 -3.7102  0.0000
H: 2.9986 -4.7941 -5.4903  0.0000
H: 0.9602 -3.4118 -5.2709  0.0000
H: 0.6223 -2.0212 -3.2762  0.0004
H: 2.3929 -0.0757 -3.4783  -0.0002
H: 3.4911 2.0005 -4.1790  0.0000
H: 4.8273 3.3157 -2.5590  0.0000
H: 4.9847 2.5618 -0.2059  0.0000
H: 3.8540 0.5137 0.5162  0.0000
Cl: -6.3232 -3.4017 3.3405  0.0000
C: -4.6219 -3.2692 3.1149  0.0000
C: -3.7585 -4.1474 3.7663  0.0000
Cl: -4.3916 -5.3680 4.8015  0.0000
C: -2.3743 -4.0518 3.5821  0.0000
Cl: -1.2852 -5.1321 4.3497  0.0000
C: -1.8717 -3.0569 2.7609  0.0000
O: -0.5782 -2.8466 2.4939  0.0000
C: -2.7474 -2.1780 2.0978  0.0000
O: -2.1332 -1.2704 1.3250  -0.0001
C: -4.1169 -2.2785 2.2678  0.0000
Cl: -5.1436 -1.2127 1.3979  0.0000
Cl: -4.2070 5.2993 -4.0448  0.0449
C: -3.2443 3.9846 -3.4697  0.1425
C: -2.1019 3.6124 -4.1752  -0.0184
C: -1.3318 2.5694 -3.7176  0.1210
C: -1.6757 1.8678 -2.5322  0.0442
C: -0.8957 0.8265 -2.0407  0.4819
C: -2.8585 2.2674 -1.8502  0.1197
C: -3.6262 3.3093 -2.3116  -0.0192
H: -1.8317 4.1484 -5.0747  -0.0040
H: -0.4409 2.2796 -4.2614  0.0050
H: -1.1399 0.3999 -1.0761  0.0249
H: -0.0157 0.4736 -2.5625  0.0264
H: -3.1573 1.7302 -0.9589  0.0046
H: -4.5272 3.6045 -1.7908  -0.0039
F: -0.5717 -2.2803 -1.2975  0.0028
As: -1.5234 -3.8970 -1.4729  0.0002
F: -1.8926 -3.4712 -3.0795  0.0004
F: -2.8525 -3.0014 -0.8810  0.0003
F: -2.3401 -5.3739 -1.4117  0.0000
F: -0.9292 -3.9998 0.2233  0.0001
F: -0.0515 -4.6177 -1.9545  0.0000

Atoms 1-2, force components in eV/Å:
0.10 0.07 0.22
0.06 0.09 -0.03

---

Record 3
C43H33AsP2PdS2 | wB97M-V/def2-TZVPD

Calculated values
Net charge: -2
HOMO energy in eV: -0.8
LUMO level in eV: 4.5
Gap between HOMO and LUMO in Eh: 0.1960

Last column: Mulliken charge in e.
CARTESIAN COORDINATES (ANGSTROEM)
Pd: 0.2753 -0.7912 -0.9582  0.0066
S: 3.4501 -0.4256 0.3389  -0.6290
P: 1.9007 0.8645 0.4332  2.3504
C: 0.3093 0.3490 0.8632  -1.2332
P: -1.1107 1.1880 0.3410  2.4066
S: -2.8993 0.2704 0.5890  -0.5474
C: -1.3762 2.0277 -1.3347  0.1320
C: -2.2511 3.1139 -1.4198  -0.7888
C: -2.6076 3.6690 -2.6412  -0.7672
C: -2.1159 3.1320 -3.8254  -0.6175
C: -1.2817 2.0260 -3.7623  -0.7807
C: -0.9210 1.4834 -2.5339  0.7016
C: -1.2239 2.6734 1.5106  -0.1170
C: -1.6361 2.4047 2.8215  -0.9679
C: -1.6479 3.3921 3.7928  -0.5777
C: -1.2535 4.6939 3.4837  -0.5048
C: -0.8463 4.9807 2.1928  -1.0300
C: -0.8341 3.9766 1.2226  -0.0980
C: 2.5004 2.1435 1.6796  -0.7223
C: 1.7699 2.3897 2.8337  -0.2642
C: 2.1992 3.3286 3.7733  -0.5451
C: 3.3753 4.0315 3.5669  -0.4952
C: 4.1319 3.7765 2.4230  -0.6360
C: 3.6999 2.8374 1.4996  -0.4180
C: 2.0422 1.9267 -1.1006  -0.2927
C: 1.7411 3.2841 -1.0855  -0.3390
C: 1.7590 4.0417 -2.2551  -0.8349
C: 2.0995 3.4494 -3.4607  -0.4592
C: 2.4317 2.0973 -3.4850  -0.6265
C: 2.4036 1.3505 -2.3176  -0.5415
H: -2.6929 3.5108 -0.5157  0.4561
H: -3.2878 4.5135 -2.6670  0.3863
H: -2.3912 3.5631 -4.7815  0.3495
H: -0.9039 1.5724 -4.6719  0.4177
H: -0.2933 0.5906 -2.5350  -0.2034
H: -1.9481 1.3940 3.0610  0.3938
H: -1.9641 3.1491 4.8018  0.3470
H: -1.2678 5.4699 4.2407  0.3566
H: -0.5293 5.9844 1.9322  0.3596
H: -0.4995 4.2259 0.2241  0.6463
H: 0.8600 1.8257 2.9903  0.5476
H: 1.6009 3.5141 4.6582  0.3977
H: 3.7076 4.7710 4.2874  0.3523
H: 5.0628 4.3086 2.2593  0.3620
H: 4.2978 2.6235 0.6202  0.3791
H: 1.4845 3.7605 -0.1477  0.6451
H: 1.4990 5.0938 -2.2211  0.3803
H: 2.1035 4.0317 -4.3753  0.3617
H: 2.7064 1.6230 -4.4211  0.3736
H: 2.6638 0.2975 -2.3274  0.3110
C: 0.7621 -8.1426 -0.0468  -0.3663
C: 1.2785 -7.5151 1.0816  -0.5683
C: 1.3344 -6.1281 1.1428  -0.5211
C: 0.8651 -5.3373 0.0954  0.2692
C: 0.3560 -5.9785 -1.0322  -0.0797
C: 0.3037 -7.3683 -1.1048  -0.7208
As: 0.9922 -3.3336 0.2762  -0.1408
C: -0.1482 -2.9015 -1.2462  -1.4603
C: 0.2534 -2.4884 -2.5354  0.0082
C: -0.7492 -2.2099 -3.5007  -0.7394
C: -2.0823 -2.2991 -3.1826  -0.6702
C: -2.4816 -2.6543 -1.8812  -0.3114
C: -1.5418 -2.9422 -0.9231  2.0747
C: -1.8148 -3.2247 0.4992  -0.1190
C: -3.0775 -3.3099 1.0735  -0.2625
C: -3.2034 -3.5295 2.4364  -0.6574
C: -2.0690 -3.6531 3.2342  -0.5524
C: -0.8055 -3.5700 2.6620  -0.7091
C: -0.6819 -3.3649 1.2977  0.5738
H: 0.7199 -9.2243 -0.0996  0.3419
H: 1.6388 -8.1083 1.9149  0.3555
H: 1.7470 -5.6529 2.0279  0.2918
H: -0.0196 -5.3863 -1.8591  0.3302
H: -0.1037 -7.8474 -1.9883  0.3646
H: 1.2895 -2.5694 -2.8392  0.4320
H: -0.4482 -1.9059 -4.4972  0.4054
H: -2.8310 -2.0396 -3.9210  0.3292
H: -3.5324 -2.6382 -1.6188  0.2555
H: -3.9615 -3.1700 0.4633  0.3051
H: -4.1888 -3.5771 2.8843  0.3558
H: -2.1705 -3.7928 4.3043  0.3655
H: 0.0780 -3.6456 3.2857  0.4373

Atoms 1-2, force components in eV/Å:
0.08 -1.17 -0.07
-0.32 0.08 0.03

---

no.,total energy (eV)
1,-240147.72056
2,-210343.17489
3,-149694.30660